(1)
This record from OMol25 describes 3 unconnected molecules or ions with the total composition C12H33N3O6P in a non-equilibrium geometry. The level of theory is wB97M-V/def2-TZVPD.

## Properties
- charge = +1
- multiplicity = 1

CARTESIAN COORDINATES (ANGSTROEM)
O  -1.99747  -0.42338  4.16980
N  -2.91175  -1.00972  4.76010
O  -2.44765  -2.10777  5.38371
P  -1.59148  -1.72747  6.85168
H  -2.27002  -2.39491  7.93936
H  -1.53891  -0.32377  7.17312
H  -0.24844  -2.28083  6.72668
C  0.77750  4.13380  -1.70926
O  -0.58452  3.85212  -1.40626
C  -0.92455  2.46225  -1.50079
C  -1.11769  1.84284  -0.10841
N  0.15444  1.72877  0.61053
C  0.02150  1.47917  2.05057
C  -0.79110  2.48486  2.89353
O  -0.16708  3.75958  3.05455
C  -0.30123  4.62574  1.93794
H  0.87274  5.21225  -1.86378
H  1.42842  3.85832  -0.87972
H  1.09969  3.62207  -2.62051
H  -0.19634  1.89898  -2.10170
H  -1.88548  2.41987  -2.02899
H  -1.56120  0.84651  -0.21166
H  -1.82706  2.47519  0.43062
H  0.68305  2.58912  0.49090
H  1.04013  1.44805  2.45462
H  -0.40177  0.47599  2.18848
H  -0.86375  2.06547  3.90574
H  -1.82285  2.59787  2.54978
H  -1.26800  4.52343  1.44264
H  0.51931  4.45926  1.23992
H  -0.20942  5.65408  2.29564
C  1.65162  -3.74075  0.01306
O  2.24931  -3.78934  -1.27793
C  1.52627  -4.59035  -2.22233
C  0.80391  -3.71260  -3.25551
N  -0.31649  -2.98455  -2.65312
C  -0.83350  -1.87807  -3.46682
C  0.14686  -0.76379  -3.89061
O  0.58506  0.07486  -2.82061
C  1.61053  -0.48619  -2.01520
H  2.39005  -3.33767  0.71181
H  0.78901  -3.07473  0.02057
H  1.35571  -4.73629  0.35567
H  0.83811  -5.29097  -1.72814
H  2.27824  -5.18996  -2.75070
H  0.42595  -4.34293  -4.06783
H  1.54657  -3.02947  -3.67433
H  -0.02256  -2.60218  -1.75794
H  -1.63739  -1.41417  -2.88341
H  -1.30121  -2.30069  -4.36526
H  -0.40068  -0.10205  -4.57472
H  0.99862  -1.13742  -4.46539
H  2.31459  -1.08726  -2.59266
H  1.16882  -1.06601  -1.20469
H  2.16361  0.33485  -1.55277


(2)
This record from OMol25 describes 2 unconnected molecules or ions with the total composition C12H34BOSi2 in a non-equilibrium geometry. The level of theory is wB97M-V/def2-TZVPD.

## Properties
- charge = -1
- multiplicity = 1

CARTESIAN COORDINATES (ANGSTROEM)
C  4.14982  2.83571  -0.58984
C  2.75319  1.94928  -0.76966
B  2.27981  1.22431  0.66646
Si  0.69413  2.06418  1.37583
C  -0.04124  1.23223  2.94876
C  1.23074  3.89174  1.85754
C  -0.64763  2.11348  -0.02470
Si  2.20026  -0.69871  0.52488
C  4.03525  -1.28051  0.13267
C  1.67992  -1.60189  2.14968
C  1.13217  -1.33472  -0.98038
H  4.06210  3.91868  -1.07676
H  4.44513  2.99891  0.53855
H  5.07345  2.32875  -1.14139
H  1.90065  2.61147  -1.23210
H  3.03572  1.06085  -1.51260
H  3.16588  1.47631  1.43164
H  -0.62972  0.22261  2.74325
H  -0.81806  1.92063  3.53841
H  0.79685  0.96870  3.75490
H  0.52870  4.35834  2.66905
H  2.32902  3.83664  2.32136
H  1.32357  4.50746  0.86681
H  -0.44030  2.99283  -0.80254
H  -0.66937  1.12072  -0.68267
H  -1.73487  2.30911  0.39399
H  4.73178  -0.50226  0.70567
H  4.16271  -1.12121  -1.04328
H  4.21440  -2.39264  0.46171
H  0.49953  -1.63796  2.31620
H  2.17067  -1.06787  3.07349
H  2.03090  -2.73168  2.13177
H  1.43424  -2.47195  -1.14325
H  -0.02363  -1.26351  -0.78379
H  1.43803  -0.77692  -1.98157
C  -3.08463  -2.30591  -0.00708
C  -2.85469  -2.17599  -1.50416
O  -3.65368  -3.06526  -2.28062
C  -5.06669  -2.92451  -2.15235
C  -5.57570  -1.54941  -2.54991
H  -2.88916  -3.33362  0.32272
H  -2.42245  -1.62756  0.54120
H  -4.11254  -2.06449  0.27001
H  -1.81038  -2.42207  -1.72111
H  -3.00340  -1.14485  -1.83803
H  -5.38066  -3.18387  -1.13594
H  -5.51826  -3.67284  -2.81431
H  -5.16277  -0.76098  -1.91654
H  -6.66623  -1.50900  -2.46877
H  -5.29256  -1.32072  -3.58318


(3)
This record from OMol25 describes a molecular structure, C12H34BaN2O14S2 in a non-equilibrium geometry. The level of theory is wB97M-V/def2-TZVPD.

## Properties
- charge = -2
- multiplicity = 1
- ΔE to the lowest compared entry with this formula, charge and spin (kcal/mol) = 268.80

CARTESIAN COORDINATES (ANGSTROEM)
Ba  -0.49732  0.38807  -1.15809
S  -3.84778  1.42845  -5.65591
O  -2.76863  0.90327  -4.88721
O  -3.34804  2.05870  -6.86109
O  -4.77191  0.33815  -6.02230
O  -4.60725  2.33141  -4.79177
S  -3.16352  -4.73314  -1.49544
O  -2.47178  -3.68666  -0.76739
O  -3.94396  -5.55052  -0.57065
O  -3.96635  -4.02569  -2.48489
O  -2.34447  -5.74891  -2.04072
C  -0.03175  2.52610  4.02642
C  -0.10897  1.21065  4.83785
O  -0.58957  0.09270  4.18039
O  0.63824  2.31300  2.77051
H  0.38356  3.38919  4.54670
H  -1.04989  2.85322  3.81552
H  -0.67614  1.32244  5.76193
H  0.86654  0.86125  5.17607
H  -1.52349  0.04637  4.39776
H  1.20264  3.06299  2.56912
C  3.03160  -0.90799  -4.39337
C  2.96524  0.64560  -4.27399
O  3.26437  0.96839  -2.90961
O  1.87136  -1.51107  -3.84968
H  3.96783  -1.37256  -4.08393
H  3.10739  -1.16574  -5.44974
H  1.96578  0.94146  -4.59282
H  3.66964  1.10149  -4.96974
H  4.20991  0.86921  -2.77651
H  1.91183  -2.46364  -3.96182
C  4.60795  -2.11722  2.44354
C  3.91886  -3.25853  1.63541
C  3.91882  -4.60489  2.29710
O  5.19558  -5.27698  2.09848
C  5.48517  -6.19577  3.06706
N  2.46845  -2.86136  1.55723
H  5.68636  -2.26153  2.50916
H  4.19314  -1.99632  3.44425
H  4.45460  -1.18202  1.90503
H  4.39327  -3.38888  0.66276
H  3.10446  -5.19323  1.87428
H  3.65246  -4.45357  3.34317
H  6.51914  -6.54038  3.05107
H  4.77305  -7.01917  3.01224
H  5.35284  -5.69609  4.02670
H  2.14223  -2.47074  2.42964
H  1.95674  -3.70859  1.35608
C  -3.52956  6.20834  -0.70264
C  -3.08422  4.82167  -0.25455
C  -4.19184  3.88420  0.28343
O  -3.72449  2.56726  0.23208
C  -4.86470  1.72924  0.41279
N  -2.43485  4.24398  -1.43410
H  -2.74818  6.95854  -0.82408
H  -3.97934  6.69660  0.16188
H  -4.18526  6.36407  -1.55931
H  -2.26386  4.97047  0.44757
H  -5.12412  4.13771  -0.22123
H  -4.34624  4.11457  1.33756
H  -4.60014  0.69213  0.20661
H  -5.68188  1.79646  -0.30540
H  -5.22763  1.70909  1.44040
H  -1.97223  4.92152  -2.02318
H  -3.20973  3.92325  -1.99695


(4)
This record from OMol25 describes a molecular structure, C12H34F9HfMgO25S5 in a non-equilibrium geometry. The level of theory is wB97M-V/def2-TZVPD.

## Properties
- charge = +3
- multiplicity = 1

CARTESIAN COORDINATES (ANGSTROEM)
Mg  0.92798  1.53619  4.03673
Hf  -3.17795  -1.44484  2.91963
C  0.69674  -2.82972  5.38481
F  1.03884  -4.03315  5.05656
F  -0.50594  -2.85359  5.98614
F  1.53369  -2.19796  6.15500
S  0.42459  -1.82464  3.80034
O  0.91643  -0.49268  4.11293
O  1.07552  -2.45249  2.71100
O  -1.06772  -1.80425  3.55713
C  -0.02603  0.25782  -0.04575
F  0.56406  -0.80719  0.47110
F  0.90700  1.03890  -0.53728
F  -0.91249  -0.11440  -0.93537
S  -0.92149  1.06128  1.38421
O  0.11233  1.39360  2.33694
O  -1.70455  2.18326  0.98914
O  -1.75688  -0.00557  2.01020
C  -2.09174  0.58077  7.13857
F  -0.82298  0.29580  7.41102
F  -2.80627  -0.52218  7.25398
F  -2.49919  1.55804  7.87930
S  -2.17260  1.13553  5.33509
O  -0.82217  1.43605  4.90143
O  -2.64607  -0.05245  4.52835
O  -3.10022  2.20095  5.31690
O  0.20954  -2.67004  -7.90685
S  -0.81830  -2.94361  -6.97661
O  -0.67085  -3.98886  -6.01250
O  -1.15595  -1.59248  -6.18348
C  -0.14233  -1.08488  -5.32423
C  -0.74730  -0.55155  -4.03861
C  -2.36911  -3.20585  -7.78516
H  0.38353  -0.25906  -5.81158
H  0.60648  -1.84943  -5.09998
H  -1.47325  0.21360  -4.33727
H  -0.00849  -0.00594  -3.45243
H  -1.25155  -1.34210  -3.48420
H  -2.18389  -4.05041  -8.44424
H  -2.63251  -2.32747  -8.36736
H  -3.09148  -3.42992  -7.00901
O  4.84602  -2.78261  -0.56333
S  3.77932  -3.29195  -1.35369
O  2.76625  -4.11692  -0.78557
O  3.05966  -1.97868  -1.96703
C  3.88046  -0.83243  -2.36823
C  3.70331  -0.59231  -3.84325
C  4.31537  -3.97429  -2.89265
H  4.89629  -1.08889  -2.06179
H  3.53082  -0.00574  -1.74708
H  4.24919  0.28432  -4.19937
H  2.64896  -0.41564  -4.05064
H  4.08623  -1.40704  -4.45583
H  5.17107  -3.43853  -3.29731
H  3.49283  -3.99267  -3.59986
H  4.65800  -4.99685  -2.72023
O  2.75063  1.37107  3.26395
H  3.23068  0.54098  3.12144
H  3.42502  2.06602  3.21278
O  0.84071  3.54022  3.97925
H  0.38224  4.12193  4.60219
H  1.23065  4.15548  3.32260
O  -4.21904  2.98117  0.85821
H  -3.30720  3.24544  0.67497
H  -4.76909  3.75951  0.69687
O  -4.17953  0.66923  2.51216
H  -4.01897  1.23428  1.71535
H  -4.61803  1.25047  3.16425
O  0.40944  -4.40163  0.81826
H  0.60955  -3.60762  1.32141
H  1.18232  -4.50906  0.24099
O  -2.78974  -1.81169  0.58693
H  -2.53233  -2.51015  -0.04812
H  -3.13862  -1.03755  0.05120
O  -3.70779  0.58242  -0.52846
H  -3.53858  1.53449  -0.43994
H  -4.01236  0.47346  -1.44190
C  -0.17567  5.64974  -0.65294
C  1.18886  4.99661  -0.70820
O  1.62077  5.04194  0.66747
C  0.78185  5.83494  1.36720
O  0.79943  5.92653  2.55161
O  -0.05177  6.45613  0.53097
H  -1.03715  4.97439  -0.64906
H  -0.39670  6.36989  -1.43882
H  1.87485  5.60232  -1.30360
H  1.26433  3.97423  -1.06775


The orbital gap results, record by record, are as follows: 3.716 6.628 2.059 2.804 eV.